The following is a quantum chemistry calculation of C5H9NO2 in the gas phase, from OMol25.

The geometry in XYZ format:
```
17
Properties=species:S:1:pos:R:3:mulliken_charge:R:1
N 1.181 -0.411 2.402 -0.5662
C 1.304 -1.326 1.223 -0.3212
C 0.332 -0.821 0.166 0.5110
O -0.320 -1.501 -0.595 -0.5783
O 0.303 0.532 0.214 -0.2949
C -0.469 1.333 -0.602 -0.0579
C -0.766 1.130 -2.071 -0.5259
C -1.838 1.053 -1.071 -0.5015
H 1.507 0.513 2.220 0.2112
H 1.670 -0.874 3.212 0.2323
H 1.016 -2.327 1.534 0.3393
H 2.362 -1.464 0.802 0.2057
H -0.288 2.375 -0.267 0.3859
H -0.417 0.191 -2.527 0.2158
H -0.568 1.940 -2.757 0.2600
H -2.332 0.133 -0.847 0.2414
H -2.466 1.926 -1.007 0.2433
```

Output
**Energy relative to the best compared isomer or geometry (same formula, charge and spin)**: 44.2 kcal/mol
**E_tot**: -401.10627 Ha
**SMILES**: NCC(=O)OC1CC1
**Gap between HOMO and LUMO**: 10.4 eV
**M**: 115.13 g/mol

=====

The following is a quantum chemistry calculation of C6H8N4O in the gas phase, from OMol25.

The geometry in XYZ format:
```
19
Properties=species:S:1:pos:R:3:mulliken_charge:R:1
C 1.611 -0.078 0.025 -0.5222
C -1.758 -1.781 0.286 0.4636
C -0.618 0.485 -0.691 0.1637
C -1.104 0.435 0.767 0.6266
C -1.266 1.118 -1.683 -1.0137
C -0.909 1.444 1.594 -1.1337
N 0.705 0.055 -0.950 0.0115
N -1.635 -0.793 1.180 -0.2107
N 2.794 -0.514 -0.300 0.0682
N -1.965 -2.516 -0.581 -0.4693
O 3.807 -0.856 0.654 -0.4149
H -0.824 1.422 -2.646 0.2990
H -2.311 1.248 -1.634 0.3004
H -1.085 1.175 2.586 0.3848
H -0.587 2.329 1.135 0.3290
H 0.961 -0.309 -1.843 0.2964
H -2.143 -0.648 2.018 0.2502
H 2.875 -0.797 -1.290 0.2176
H 3.454 -1.421 1.373 0.3535
```

Output
**Energy relative to the best compared isomer or geometry (same formula, charge and spin)**: 127.1 kcal/mol
**E_tot**: -527.49595 Ha
**Gap between HOMO and LUMO**: 9.3 eV
**M**: 152.16 g/mol

=====

> Look up the M of the first one.

115.13 g/mol

=====

> Among the records above, which one has the highest E_tot?

C5H9NO2